{"formula": "C12H37FeO7", "method": "wB97M-V/def2-TZVPD", "homo_lumo_gap_ev": [7.56, 3.40], "s2": 8.760, "spin_multiplicity": 6, "lumo_ev": [-7.2, -11.4], "charge": 2, "e_homo_ha": [-0.5441, -0.5441], "elements": ["Fe", "O", "H", "C", "C", "O", "H", "H", "H", "H", "H", "H", "C", "C", "O", "H", "H", "H", "H", "H", "H", "C", "C", "O", "H", "H", "H", "H", "H", "H", "C", "C", "O", "H", "H", "H", "H", "H", "H", "C", "C", "O", "H", "H", "H", "H", "H", "H", "C", "C", "O", "H", "H", "H", "H", "H", "H"], "positions_angstrom": [[2.315, -0.363, 0.821], [0.531, 0.020, 0.046], [-0.095, 0.746, -0.139], [-3.835, 3.819, -2.349], [-3.111, 2.559, -2.749], [-1.777, 2.625, -2.358], [-4.893, 3.711, -2.589], [-3.396, 4.735, -2.745], [-3.742, 3.969, -1.273], [-3.068, 2.398, -3.826], [-3.568, 1.725, -2.216], [-1.408, 1.744, -2.455], [-0.755, -3.798, 0.220], [-1.598, -2.586, 0.006], [-1.317, -1.625, 1.051], [-1.008, -4.564, -0.513], [-0.854, -4.225, 1.218], [0.316, -3.632, 0.111], [-2.653, -2.853, 0.075], [-1.532, -2.238, -1.025], [-0.577, -1.058, 0.820], [2.699, 2.322, -2.018], [3.678, 2.116, -0.820], [2.933, 1.797, 0.351], [1.988, 3.130, -1.849], [2.136, 1.397, -2.136], [3.292, 2.543, -2.906], [4.167, 3.081, -0.689], [4.400, 1.305, -0.911], [2.199, 2.408, 0.457], [2.230, -3.949, 2.465], [1.545, -2.766, 2.965], [1.266, -1.936, 1.939], [2.795, -4.407, 3.276], [2.958, -3.664, 1.704], [1.476, -4.609, 2.037], [2.241, -2.224, 3.605], [0.736, -3.204, 3.551], [0.326, -2.027, 1.769], [-1.269, -0.634, -4.483], [-0.360, -0.685, -3.222], [-0.827, 0.158, -2.160], [-2.318, -0.753, -4.208], [-0.951, -1.408, -5.181], [-1.163, 0.246, -5.117], [0.679, -0.485, -3.486], [-0.324, -1.711, -2.857], [-0.446, -0.127, -1.326], [-0.683, 1.251, 3.602], [0.128, 1.717, 4.791], [1.479, 1.171, 4.698], [-1.725, 1.275, 3.920], [-0.657, 0.167, 3.491], [-0.595, 1.755, 2.640], [-0.290, 1.368, 5.736], [0.226, 2.802, 4.837], [2.055, 1.470, 5.406]]}